Molecular formula: C22H26N3O2
Method: DFT, ωB97M-V/def2-TZVPD

Each line ends with the Mulliken charge.
Cartesian coordinates (Å):
O (-0.132, 1.015, 1.989)  -0.921
O (-4.224, -1.617, 1.148)  -0.562
N (1.171, 2.354, 0.717)  0.229
N (-0.726, -1.442, 2.196)  0.366
N (-1.614, 0.307, -0.509)  0.504
C (-0.553, 0.365, -3.939)  -0.625
C (-0.648, 0.544, -2.555)  0.058
C (-2.875, -1.359, 0.861)  0.381
C (-1.762, 0.025, -1.844)  0.258
C (-0.447, 1.038, -0.371)  0.316
C (-2.787, -0.641, -2.512)  -0.732
C (-2.651, 0.128, 0.474)  -1.198
C (1.506, -1.581, 1.179)  0.722
C (2.220, -1.309, 2.340)  -0.514
C (3.476, -0.734, 2.271)  -0.811
C (1.437, 1.959, -1.709)  -0.227
C (0.161, 1.202, -1.598)  0.550
C (0.179, 1.474, 0.858)  0.309
C (1.895, 2.839, 1.868)  -1.101
C (-1.565, -0.307, -4.581)  -0.735
C (-2.158, -1.765, 2.158)  -1.404
C (0.126, -2.186, 1.241)  -0.794
C (1.472, 2.971, -0.566)  -0.879
C (2.078, -1.287, -0.052)  -0.265
C (-2.671, -0.797, -3.876)  -0.718
C (4.041, -0.445, 1.040)  -0.606
C (3.345, -0.734, -0.121)  -0.637
H (1.766, 3.918, 1.969)  0.380
H (3.794, -0.538, -1.083)  0.528
H (-0.380, -1.622, 3.141)  0.463
H (1.811, -1.553, 3.310)  0.335
H (1.511, 2.347, 2.758)  0.308
H (-2.421, 0.726, 1.357)  0.393
H (4.019, -0.522, 3.179)  0.446
H (-2.662, -1.239, 2.972)  0.462
H (-0.330, -2.136, 0.252)  0.346
H (1.502, 2.481, -2.663)  0.423
H (5.026, -0.008, 0.986)  0.455
H (0.178, -3.237, 1.543)  0.550
H (-2.536, -1.990, 0.024)  0.443
H (2.459, 3.429, -0.490)  0.497
H (2.957, 2.614, 1.759)  0.368
H (0.738, 3.764, -0.759)  0.307
H (1.535, -1.503, -0.961)  0.441
H (-3.653, -1.019, -1.992)  0.357
H (0.295, 0.751, -4.481)  0.511
H (-0.546, -0.330, 2.050)  -0.140
H (-4.770, -1.526, 0.358)  0.408
H (-3.452, -1.308, -4.417)  0.428
H (-2.312, -2.838, 2.303)  0.365
H (-3.594, 0.507, 0.061)  0.559
H (-1.518, -0.458, -5.647)  0.433
H (2.287, 1.273, -1.639)  -0.028

Summary:
SMILES string ... CN1CCc2c(n(C[C@H](O)C[NH2+]Cc3ccccc3)c3ccccc23)C1=O
Highest occupied orbital energy ... -11.01 eV
Charge ... +1
Orbital gap ... 8.4 eV
Multiplicity ... 1


Molecular formula: CH6NO2
Method: DFT, ωB97M-V/def2-TZVPD

Each line ends with the Mulliken charge.
Cartesian coordinates (Å):
O (-1.989, 0.013, 1.455)  -0.730
O (0.367, 0.251, 0.513)  -0.362
N (1.003, -0.253, -1.586)  -0.246
C (1.270, -0.079, -0.302)  0.303
H (0.090, -0.342, -1.988)  0.245
H (2.303, -0.139, 0.040)  0.355
H (1.746, -0.214, -2.277)  0.264
H (-2.380, 0.804, 1.096)  0.366
H (-0.559, -0.128, 0.643)  0.437
H (-1.851, 0.087, 2.407)  0.368

Summary:
Highest occupied orbital energy ... -16.84 eV
Charge ... +1
Orbital gap ... 12.3 eV
Multiplicity ... 1


Molecular formula: C31H51N11O3
Method: DFT, ωB97M-V/def2-TZVPD

Each line ends with the Mulliken charge.
Cartesian coordinates (Å):
O (2.603, -1.977, -1.827)  -0.524
O (0.390, -2.381, -1.472)  -0.313
O (0.890, 1.985, 1.560)  -0.422
N (-2.051, 0.473, -4.244)  -0.405
N (6.762, 3.109, -3.118)  -0.366
N (8.842, -3.730, -1.775)  -0.093
N (-4.774, -0.835, -2.138)  -0.355
N (-1.490, 4.791, -1.090)  -0.357
N (7.859, -3.202, -0.461)  -0.416
N (1.131, 5.565, 5.842)  -0.418
N (-1.145, 0.091, 6.418)  -0.413
N (-4.907, 4.077, -0.681)  -0.385
N (4.406, -1.826, 4.156)  -0.380
N (-8.254, -4.312, -2.619)  -0.463
C (10.295, -3.899, -4.005)  -0.876
C (-3.094, 0.546, 0.202)  -0.486
C (1.584, -1.708, -1.203)  0.129
C (5.027, -2.775, 3.919)  0.321
C (-5.121, -1.941, -2.177)  0.413
C (0.033, 5.933, 5.817)  0.372
C (5.824, -3.996, 3.613)  -0.756
C (0.872, 0.694, 2.223)  0.163
C (6.723, -2.839, -0.440)  0.144
C (-9.010, -4.107, -1.764)  0.398
C (-5.565, -3.362, -2.226)  -0.629
C (-9.982, -3.844, -0.666)  -0.826
C (0.242, 6.756, -0.693)  -0.918
C (9.482, -3.810, -2.756)  0.326
C (5.302, -2.375, -0.464)  -0.345
C (5.980, 0.579, -3.187)  -0.409
C (-0.642, -1.713, -4.748)  -0.659
C (-5.775, 3.370, -0.979)  0.385
C (-0.733, 5.651, -0.917)  0.427
C (0.579, 2.063, 6.815)  -0.484
C (-6.887, 2.456, -1.363)  -0.790
C (-0.532, -2.292, -0.345)  -0.736
C (-1.380, 6.407, 5.785)  -0.773
C (-2.188, 1.404, -0.782)  0.186
C (-0.661, 1.555, -0.334)  0.950
C (-0.391, 0.954, 6.593)  0.300
C (-0.434, 2.320, 1.065)  -0.502
C (-2.566, -0.939, 0.489)  -0.946
C (-1.435, -0.484, -4.465)  0.350
C (6.420, 2.003, -3.149)  0.245
C (-1.962, -1.723, -0.774)  0.766
H (6.519, 0.003, -2.435)  0.086
H (6.716, -3.725, 3.047)  0.247
H (-1.856, -0.926, 1.385)  0.382
H (-0.147, 7.684, -1.114)  0.315
H (0.746, 2.201, 7.884)  0.332
H (-1.423, 7.420, 5.384)  0.308
H (-3.071, 1.090, 1.212)  0.343
H (-2.667, 2.441, -0.833)  0.168
H (-0.148, 2.198, -1.128)  0.473
H (-7.843, 2.895, -1.076)  0.326
H (-0.370, -2.202, -3.811)  0.112
H (4.896, -2.371, 0.549)  0.129
H (1.616, -0.861, -0.438)  0.276
H (-6.643, -3.424, -2.039)  0.053
H (4.702, -3.040, -1.086)  0.246
H (0.917, 0.779, 3.350)  0.185
H (-0.686, -3.350, 0.047)  0.286
H (-5.352, -3.784, -3.208)  0.309
H (11.195, -4.487, -3.820)  0.269
H (-0.404, 3.443, 0.867)  0.071
H (-5.038, -3.942, -1.467)  0.300
H (5.249, -1.365, -0.871)  0.092
H (1.528, 1.829, 6.333)  0.269
H (-10.053, -2.771, -0.483)  0.270
H (5.226, -4.691, 3.024)  0.254
H (10.585, -2.899, -4.333)  0.260
H (1.755, 0.093, 1.817)  0.136
H (0.409, 6.892, 0.375)  0.269
H (-6.769, 1.496, -0.859)  0.215
H (0.267, -1.451, -5.289)  0.299
H (9.712, -4.377, -4.791)  0.257
H (-1.977, 5.748, 5.154)  0.268
H (1.190, 6.516, -1.175)  0.276
H (-1.959, -1.147, -1.744)  -0.492
H (-9.654, -4.341, 0.247)  0.269
H (-3.464, -1.553, 0.847)  0.359
H (-0.098, 0.558, -0.336)  -0.967
H (-0.059, 0.104, 1.934)  -0.261
H (-2.616, -2.643, -0.958)  0.173
H (6.181, 0.156, -4.172)  0.297
H (-1.231, -2.403, -5.353)  0.291
H (-2.226, 0.992, -1.844)  -0.255
H (-10.966, -4.223, -0.944)  0.313
H (0.186, 2.989, 6.394)  -0.018
H (4.910, 0.516, -2.985)  0.156
H (-0.063, -1.719, 0.526)  0.364
H (-4.177, 0.582, -0.128)  0.143
H (-1.265, 2.142, 1.814)  0.270
H (-6.878, 2.294, -2.441)  0.256
H (-1.795, 6.405, 6.794)  0.271
H (6.126, -4.485, 4.541)  0.320

Summary:
Highest occupied orbital energy ... -7.20 eV
Charge ... 0
Orbital gap ... 7.4 eV
Multiplicity ... 1


Molecular formula: C2HBrCl4
Method: DFT, ωB97M-V/def2-TZVPD

Each line ends with the Mulliken charge.
Cartesian coordinates (Å):
Br (-1.150, 1.579, 2.459)  0.001
Cl (1.600, 1.097, 1.247)  -0.096
Cl (0.401, -1.979, -2.005)  -0.128
Cl (0.212, -1.256, 2.165)  -0.081
Cl (-1.078, 0.107, -0.723)  0.021
C (-0.225, -0.344, -1.996)  -0.121
C (0.030, 0.412, 1.599)  0.062
H (0.209, 0.384, -2.746)  0.341

Summary:
Highest occupied orbital energy (spin up / spin down) ... -8.57 / -8.22 eV
Charge ... 0
Orbital gap (spin up / spin down) ... 8.3 / 7.3 eV
Multiplicity ... 1


In kcal per mole, the ΔE to the lowest compared entry with this formula, charge and spin values for the records above are, in order, 0.00; 17.35; 149.12; 52.65.